Record 1
DFT (wB97M-V/def2-TZVPD) results for the molecule C6H4O.

Summary:
charge: 0
energy above the lowest of the compared OMol25 structures with the same formula, charge and spin: 3.750 eV
calculated total energy: -8328.690 eV
lowest unoccupied orbital energy: 0.573 eV

Geometry (Å):
C: -1.08 1.47 -1.66
C: -0.75 0.47 -1.07
C: -1.20 -0.36 0.90
C: -0.36 -0.74 -0.33
C: 1.08 -0.69 0.14
C: 1.03 -0.19 1.37
O: -0.30 0.07 1.77
H: -1.32 2.33 -2.24
H: -0.66 -1.63 -0.89
H: 1.97 -0.98 -0.40
H: 1.77 0.06 2.11



Record 2
DFT (wB97M-V/def2-TZVPD) results for the molecule C6H4O.

Summary:
charge: 0
energy above the lowest of the compared OMol25 structures with the same formula, charge and spin: 2.181 eV
calculated total energy: -8330.259 eV
lowest unoccupied orbital energy: 0.879 eV

Geometry (Å):
C: 2.57 0.29 -0.43
C: 1.77 -0.38 0.18
C: 0.43 -0.52 0.66
C: -0.26 0.66 0.63
C: -1.50 0.39 0.01
C: -1.53 -0.97 -0.15
O: -0.38 -1.54 0.25
H: 3.11 0.99 -1.03
H: 0.24 1.60 0.82
H: -2.16 1.12 -0.43
H: -2.30 -1.64 -0.51



Record 3
DFT (wB97M-V/def2-TZVPD) results for the molecule C6H4O in a non-equilibrium geometry.

Summary:
charge: 0
energy above the lowest of the compared OMol25 structures with the same formula, charge and spin: 3.385 eV
calculated total energy: -8329.055 eV
lowest unoccupied orbital energy: -0.244 eV

Geometry (Å):
C: -1.34 -0.55 -0.76
C: -0.42 0.42 -0.07
C: -0.55 1.75 0.25
C: 0.66 1.90 0.86
O: 1.61 2.24 1.42
C: 0.85 -0.20 0.32
C: 1.64 -1.10 0.41
H: -2.29 -0.11 -1.06
H: -1.52 -1.40 -0.09
H: -0.83 -0.95 -1.65
H: 2.19 -2.01 0.38